No. 1
{"formula": "C22H22ClN3O4S4SeW", "method": "ωB97M-V/def2-TZVPD", "elements": ["W", "S", "C", "S", "C", "C", "N", "C", "N", "C", "C", "S", "C", "C", "S", "H", "H", "H", "H", "H", "H", "C", "C", "C", "N", "C", "C", "H", "H", "H", "H", "H", "O", "Cl", "O", "O", "O", "C", "C", "C", "C", "C", "C", "Se", "C", "C", "C", "H", "H", "H", "H", "H", "H", "H", "H", "H", "H", "H"], "coordinates": [[0.28, 0.21, -0.76], [0.32, 0.02, 1.66], [-1.31, -0.57, 1.60], [-2.00, -0.15, 0.07], [-1.89, -1.34, 2.56], [-3.19, -1.88, 2.35], [-4.23, -2.34, 2.19], [-1.17, -1.71, 3.72], [-0.59, -2.02, 4.66], [4.39, -0.24, 1.34], [3.25, 0.34, 0.56], [2.45, -0.65, -0.60], [2.82, 1.63, 0.70], [3.46, 2.61, 1.62], [1.52, 2.14, -0.29], [4.72, -1.18, 0.91], [4.08, -0.43, 2.37], [5.24, 0.44, 1.37], [4.54, 2.65, 1.48], [3.28, 2.33, 2.66], [3.06, 3.61, 1.48], [-0.47, -5.07, 0.95], [-1.39, -4.49, 0.08], [-1.13, -3.22, -0.40], [-0.04, -2.53, -0.07], [0.84, -3.09, 0.76], [0.66, -4.36, 1.30], [-0.65, -6.06, 1.36], [-2.29, -5.00, -0.20], [-1.84, -2.73, -1.05], [1.70, -2.49, 1.03], [1.40, -4.75, 1.98], [-1.28, 3.63, -2.98], [-1.43, 2.49, -2.17], [-1.53, 2.81, -0.79], [-2.44, 1.61, -2.61], [-0.06, 1.70, -2.28], [0.06, 1.62, -8.23], [0.04, 0.98, -6.87], [1.17, 0.99, -6.06], [1.18, 0.41, -4.80], [2.44, 0.45, -3.99], [0.02, -0.21, -4.36], [-0.12, -1.17, -2.71], [-1.14, -0.25, -5.15], [-2.41, -0.91, -4.71], [-1.10, 0.36, -6.40], [1.01, 2.11, -8.43], [-0.73, 2.37, -8.32], [-0.11, 0.88, -9.01], [2.07, 1.48, -6.41], [3.23, 0.93, -4.57], [2.79, -0.55, -3.72], [2.31, 1.01, -3.06], [-2.81, -0.44, -3.80], [-2.28, -1.97, -4.51], [-3.17, -0.81, -5.48], [-2.00, 0.34, -7.01]], "lumo_energy_ev": [-2.594, -2.595], "total_charge": 0, "homo_energy_ev": [-8.54, -8.54], "e_above_lowest_kcal_mol": 11.4}

***

No. 2
{"formula": "BrClH2O2Si", "method": "ωB97M-V/def2-TZVPD", "elements": ["O", "Si", "O", "Br", "H", "Cl", "H"], "coordinates": [[0.05, -0.02, 1.31], [0.88, 0.37, 0.12], [0.56, 0.99, -1.35], [3.05, 0.28, -0.04], [-0.31, 0.95, -1.91], [-2.63, -1.60, 0.58], [-1.61, -0.98, 1.29]], "lumo_energy_ev": -0.610, "total_charge": 0, "homo_energy_ev": -11.04, "smiles": "O=[Si](O)Br.Cl", "e_above_lowest_kcal_mol": 64.3}

***

No. 3
{"formula": "C5H6O2", "method": "ωB97M-V/def2-TZVPD", "elements": ["O", "C", "C", "C", "C", "C", "O", "H", "H", "H", "H", "H", "H"], "coordinates": [[2.99, 0.28, -1.38], [2.22, 0.63, -0.52], [1.75, -0.29, 0.62], [0.29, -0.27, 0.64], [-0.90, -0.17, 0.51], [-2.33, -0.12, 0.20], [-2.54, 0.24, -1.15], [1.73, 1.63, -0.51], [2.13, -1.29, 0.42], [2.17, 0.07, 1.57], [-2.79, -1.09, 0.44], [-2.82, 0.64, 0.82], [-1.91, -0.27, -1.67]], "lumo_energy_ev": 0.753, "total_charge": 0, "homo_energy_ev": -9.95, "smiles": "O=CCC#CCO", "e_above_lowest_kcal_mol": 55.7}

***

No. 4
{"formula": "C12H23N5O2S", "method": "ωB97M-V/def2-TZVPD", "elements": ["C", "N", "C", "O", "C", "C", "C", "S", "C", "N", "C", "C", "O", "H", "H", "H", "H", "H", "H", "H", "H", "H", "H", "H", "H", "H", "H", "H", "H", "C", "N", "N", "C", "C", "C", "N", "H", "H", "H", "H", "H", "H", "H"], "coordinates": [[1.14, -2.59, -4.37], [0.74, -3.16, -3.08], [0.06, -2.55, -2.10], [-0.18, -3.17, -1.07], [-0.35, -1.08, -2.24], [0.63, -0.20, -1.43], [0.50, 1.29, -1.75], [1.70, 2.33, -0.87], [0.87, 2.48, 0.74], [-1.73, -0.87, -1.78], [-2.60, -0.04, -2.35], [-3.98, 0.02, -1.72], [-2.34, 0.64, -3.33], [0.25, -2.32, -4.96], [1.72, -3.33, -4.94], [1.76, -1.71, -4.22], [0.98, -4.12, -2.90], [-0.28, -0.79, -3.29], [0.46, -0.36, -0.36], [1.65, -0.51, -1.66], [0.66, 1.43, -2.82], [-0.50, 1.64, -1.51], [0.78, 1.49, 1.18], [-0.12, 2.92, 0.60], [1.46, 3.12, 1.40], [-2.03, -1.41, -0.98], [-4.60, 0.69, -2.31], [-3.90, 0.39, -0.70], [-4.42, -0.98, -1.72], [0.53, 2.57, 4.58], [0.33, 1.27, 3.94], [-0.85, 0.87, 3.38], [-0.63, -0.33, 2.90], [0.73, -0.74, 3.15], [1.31, 0.29, 3.81], [2.63, 0.30, 4.23], [-0.31, 3.23, 4.35], [1.45, 3.04, 4.21], [0.59, 2.46, 5.66], [-1.37, -0.94, 2.39], [1.19, -1.68, 2.86], [2.91, 0.98, 4.93], [3.14, -0.58, 4.18]], "lumo_energy_ev": 0.700, "total_charge": 0, "homo_energy_ev": -8.15, "smiles": "CNC(=O)[C@H](CCSC)NC(C)=O.Cn1nccc1N"}

***

No. 5
{"formula": "CH8N2O2", "method": "ωB97M-V/def2-TZVPD", "elements": ["H", "N", "C", "N", "H", "H", "H", "O", "H", "H", "O", "H", "H"], "coordinates": [[-2.89, 0.29, 1.67], [-2.61, -0.03, 0.75], [-1.44, 0.37, 0.50], [-0.74, 0.04, -0.66], [-0.84, 0.92, 1.22], [-1.22, 0.16, -1.54], [0.14, 0.55, -0.68], [1.96, 1.17, -0.12], [2.01, 0.21, -0.33], [2.86, 1.42, 0.12], [1.76, -1.54, -0.39], [0.79, -1.48, -0.43], [1.95, -2.08, 0.38]], "lumo_energy_ev": 0.702, "total_charge": 0, "homo_energy_ev": -9.74, "smiles": "[H]/N=C/N.O.O", "e_above_lowest_kcal_mol": 5.3}

***

No. 6
{"formula": "C3H2O2", "method": "ωB97M-V/def2-TZVPD", "elements": ["C", "C", "C", "O", "O", "H", "H"], "coordinates": [[-0.44, 0.73, -0.68], [-0.31, -2.09, -0.23], [0.25, 0.83, 0.61], [-0.81, -2.53, -1.17], [0.59, 1.44, -0.69], [-0.14, 1.62, 1.32], [0.86, 0.00, 0.85]], "lumo_energy_ev": 0.559, "total_charge": 0, "homo_energy_ev": -9.70, "e_above_lowest_kcal_mol": 65.6}